Entry 1:
# C3H5NO

C3H5NO in the gas phase (wB97M-V/def2-TZVPD, OMol25).

Positions of all 10 atoms, in Å:
C1 -2.1680 -0.1750 0.1076
C2 -0.8929 -0.3553 -0.1528
C3 0.0045 0.7322 -0.1108
N1 1.2606 0.6350 0.0123
O1 1.6502 -0.6587 0.0742
H1 -2.8356 -0.9748 0.0318
H2 -2.6125 0.8401 0.5833
H3 -0.4934 -1.3973 -0.4780
H4 -0.3943 1.7751 -0.1839
H5 2.6484 -0.6289 0.3027

Output
* energy above the lowest of the compared OMol25 structures with the same formula, charge and spin: 2.930 eV
* DFT total energy: -6726.6425 eV
* largest force on an atom: 3.5 eV Å⁻¹
* LUMO energy: 0.88 eV
* structure (SMILES): C=C/C=N\O

=====

Entry 2:
# C3H5NO

C3H5NO in the gas phase (wB97M-V/def2-TZVPD, OMol25).

Positions of all 10 atoms, in Å:
C1 -1.3680 0.0065 -0.0338
C2 0.0069 0.0289 0.4972
O1 1.4196 -0.8566 -0.7308
C3 1.1233 0.5683 -0.2063
N1 1.6397 1.6491 -0.3392
H1 -1.3830 0.1577 -1.1121
H2 -1.9410 0.8170 0.4417
H3 -1.8697 -0.9248 0.2403
H4 0.1482 -0.2549 1.5414
H5 2.2241 -1.1910 -0.2983

Output
* energy above the lowest of the compared OMol25 structures with the same formula, charge and spin: 4.513 eV
* DFT total energy: -6725.0593 eV
* largest force on an atom: 1.4 eV Å⁻¹
* LUMO energy (spin up / spin down): -0.52 / -1.37 eV

=====

Entry 3:
# C3H5NO

C3H5NO in the gas phase (wB97M-V/def2-TZVPD, OMol25).

Positions of all 10 atoms, in Å:
C1 -1.0739 0.8704 0.2480
O1 -0.6904 0.2818 -0.9493
C2 0.5174 -0.5876 -0.7627
C3 0.9564 -0.5372 0.6372
N1 1.8251 -1.0599 1.2027
H1 -2.0189 0.4868 0.6609
H2 -1.0006 1.9687 0.2561
H3 -0.1607 0.4550 1.0915
H4 1.3562 -0.2392 -1.3859
H5 0.2896 -1.6388 -0.9985

Output
* energy above the lowest of the compared OMol25 structures with the same formula, charge and spin: 3.036 eV
* DFT total energy: -6726.5363 eV
* largest force on an atom: 3.5 eV Å⁻¹
* LUMO energy: 0.31 eV
* structure (SMILES): COCC#N

=====

Entry 4:
# C3H5NO

C3H5NO in the gas phase (wB97M-V/def2-TZVPD, OMol25).

Positions of all 10 atoms, in Å:
C1 -0.5628 0.9315 0.0243
C2 0.8760 0.4142 -0.1161
C3 0.5758 -1.0559 0.0043
N1 -1.3865 -0.0549 -0.0371
O1 -2.5374 -0.3839 -0.0541
H1 -0.8183 1.9491 0.1563
H2 1.4647 0.7384 -0.9788
H3 1.4048 0.6226 0.7211
H4 0.3671 -1.6931 -0.8431
H5 0.6165 -1.4678 1.1232

Output
* energy above the lowest of the compared OMol25 structures with the same formula, charge and spin: 5.299 eV
* DFT total energy: -6724.2739 eV
* largest force on an atom: 3.4 eV Å⁻¹
* LUMO energy (spin up / spin down): 0.44 / 0.08 eV

=====

Entry 5:
# C3H5NO

C3H5NO in the gas phase (wB97M-V/def2-TZVPD, OMol25).

Positions of all 10 atoms, in Å:
C1 -1.0932 0.0452 1.5807
C2 0.4473 0.9276 0.4450
C3 -0.0566 -0.3526 -0.3239
N1 -0.9243 -0.9362 0.6659
O1 -1.6466 -0.0215 2.6304
H1 -0.0228 1.7554 -0.0404
H2 1.3297 1.0955 0.8707
H3 -0.7405 0.2047 -1.1588
H4 0.7101 -1.0484 -0.7998
H5 -1.4050 -1.8648 0.5309

Output
* energy above the lowest of the compared OMol25 structures with the same formula, charge and spin: 2.815 eV
* DFT total energy: -6726.7576 eV
* largest force on an atom: 7.7 eV Å⁻¹
* LUMO energy: 0.72 eV

=====

Entry 6:
# C3H5NO2

A molecular structure, C3H5NO2 (wB97M-V/def2-TZVPD, OMol25).

Positions of all 11 atoms, in Å:
N1 1.9856 0.3721 0.6639
C1 0.8596 0.5640 -0.1244
O1 0.9469 -0.7756 -0.0915
C2 -1.3215 -1.0009 0.2224
C3 -1.3275 0.3129 -0.0404
O2 -0.3459 1.1132 0.4773
H1 2.8252 0.6736 0.1258
H2 0.9809 1.0145 -1.1076
H3 -0.8778 -1.4015 1.1270
H4 -1.8792 -1.6788 -0.4080
H5 -1.9575 0.7728 -0.8023

Output
* energy above the lowest of the compared OMol25 structures with the same formula, charge and spin: 5.597 eV
* DFT total energy: -8772.0981 eV
* largest force on an atom: 3.1 eV Å⁻¹
* LUMO energy: -0.41 eV